Computed, not measured: a molecular structure, C30H90FNaO40P10 at a distorted geometry, with ωB97M-V with the def2-TZVPD basis set.

LUMO energy in Ha: 0.0045
M in g mol⁻¹: 1442.738
Kohn-Sham gap in eV: 9.01
DFT total energy in a.u.: -7883.25514
HOMO in eV: -8.89

CARTESIAN COORDINATES (ANGSTROEM)
Na (-6.02, 2.79, -16.68)
F (-4.56, 1.60, -18.14)
C (-3.27, -1.73, -18.03)
O (-2.35, -2.52, -17.30)
P (-1.34, -1.75, -16.19)
O (-2.05, -0.95, -15.17)
O (-0.29, -0.90, -17.11)
C (-0.63, 0.30, -17.74)
O (-0.50, -3.07, -15.69)
C (0.72, -2.83, -15.03)
H (-3.72, -0.88, -17.52)
H (-4.07, -2.35, -18.44)
H (-2.70, -1.41, -18.90)
H (0.28, 0.90, -17.74)
H (-1.40, 0.85, -17.20)
H (-0.95, 0.21, -18.78)
H (0.78, -3.41, -14.12)
H (0.93, -1.79, -14.80)
H (1.56, -3.19, -15.63)
C (-10.52, 5.61, -18.26)
O (-9.56, 5.16, -19.20)
P (-8.84, 3.71, -18.98)
O (-7.94, 3.56, -17.80)
O (-10.08, 2.71, -18.94)
C (-9.85, 1.40, -18.57)
O (-8.10, 3.40, -20.41)
C (-7.15, 2.42, -20.60)
H (-11.32, 6.13, -18.77)
H (-10.14, 6.27, -17.48)
H (-11.00, 4.81, -17.70)
H (-9.89, 0.71, -19.41)
H (-10.65, 1.08, -17.89)
H (-8.94, 1.12, -18.03)
H (-6.59, 2.11, -19.72)
H (-6.41, 2.73, -21.33)
H (-7.60, 1.50, -20.96)
C (-6.27, -2.11, -22.19)
O (-6.78, -2.22, -23.47)
P (-6.72, -0.87, -24.46)
O (-7.09, 0.39, -23.76)
O (-5.18, -0.80, -25.00)
C (-4.72, -2.02, -25.65)
O (-7.73, -1.34, -25.67)
C (-9.11, -1.46, -25.38)
H (-5.88, -1.18, -21.78)
H (-5.42, -2.80, -22.23)
H (-6.92, -2.63, -21.49)
H (-5.50, -2.61, -26.12)
H (-4.18, -2.63, -24.92)
H (-3.90, -1.77, -26.31)
H (-9.51, -1.62, -26.38)
H (-9.45, -0.52, -24.94)
H (-9.31, -2.28, -24.69)
C (-5.82, -1.69, -14.07)
O (-7.17, -1.77, -14.45)
P (-7.67, -0.95, -15.75)
O (-7.42, 0.53, -15.72)
O (-6.85, -1.68, -16.94)
C (-6.85, -1.18, -18.25)
O (-9.24, -1.31, -15.90)
C (-9.55, -2.74, -15.89)
H (-5.25, -1.05, -14.75)
H (-5.43, -2.70, -14.05)
H (-5.78, -1.28, -13.06)
H (-7.11, -2.09, -18.77)
H (-5.87, -0.89, -18.62)
H (-7.60, -0.41, -18.44)
H (-8.71, -3.40, -15.70)
H (-9.94, -2.93, -16.89)
H (-10.31, -2.97, -15.14)
C (-3.09, 0.55, -20.95)
O (-2.39, 0.24, -22.15)
P (-1.89, -1.29, -22.46)
O (-2.95, -2.28, -22.45)
O (-1.17, -1.08, -23.86)
C (-0.74, -2.22, -24.57)
O (-0.71, -1.58, -21.35)
C (0.51, -0.88, -21.33)
H (-3.61, -0.29, -20.50)
H (-3.82, 1.34, -21.10)
H (-2.33, 0.85, -20.22)
H (-1.41, -2.33, -25.43)
H (-0.73, -3.09, -23.92)
H (0.26, -2.02, -24.94)
H (1.26, -1.46, -21.86)
H (0.88, -0.78, -20.31)
H (0.48, 0.14, -21.70)
C (-4.51, 5.46, -13.15)
O (-5.48, 4.67, -12.43)
P (-5.73, 3.12, -12.78)
O (-6.04, 2.88, -14.26)
O (-4.40, 2.43, -12.22)
C (-3.99, 1.04, -12.26)
O (-6.89, 2.73, -11.74)
C (-8.17, 3.18, -12.05)
H (-3.65, 5.81, -12.58)
H (-4.90, 6.39, -13.56)
H (-4.14, 4.86, -13.98)
H (-3.38, 0.80, -11.39)
H (-3.46, 0.88, -13.20)
H (-4.88, 0.40, -12.29)
H (-8.16, 3.78, -12.97)
H (-8.55, 3.91, -11.33)
H (-9.00, 2.53, -12.32)
C (-1.12, 6.91, -23.12)
O (-1.14, 7.26, -21.76)
P (-0.71, 6.19, -20.62)
O (0.72, 5.92, -20.50)
O (-1.32, 6.87, -19.32)
C (-0.76, 8.14, -18.90)
O (-1.63, 4.88, -20.86)
C (-1.57, 3.83, -19.96)
H (-0.35, 6.16, -23.31)
H (-0.80, 7.78, -23.70)
H (-1.98, 6.40, -23.55)
H (-1.52, 8.79, -18.47)
H (-0.19, 8.66, -19.67)
H (-0.17, 7.81, -18.04)
H (-2.57, 3.44, -19.78)
H (-1.26, 4.17, -18.97)
H (-0.95, 2.98, -20.24)
C (0.51, 1.05, -13.24)
O (-0.41, 2.10, -12.96)
P (-0.28, 3.51, -13.82)
O (1.11, 4.00, -13.89)
O (-1.26, 4.64, -13.06)
C (-1.09, 5.10, -11.78)
O (-0.97, 3.26, -15.24)
C (-2.28, 2.74, -15.36)
H (1.36, 1.03, -12.55)
H (0.71, 0.87, -14.29)
H (-0.03, 0.14, -12.97)
H (-1.99, 4.93, -11.19)
H (-0.94, 6.18, -11.76)
H (-0.24, 4.61, -11.30)
H (-2.87, 3.13, -14.53)
H (-2.29, 1.66, -15.20)
H (-2.68, 2.93, -16.36)
C (-7.03, 7.36, -17.54)
O (-5.75, 7.48, -17.03)
P (-4.70, 6.34, -17.18)
O (-5.06, 5.06, -16.50)
O (-3.35, 7.09, -16.62)
C (-2.34, 6.48, -15.86)
O (-4.43, 6.21, -18.81)
C (-4.92, 5.13, -19.61)
H (-7.20, 8.09, -18.34)
H (-7.78, 7.40, -16.75)
H (-7.11, 6.38, -18.00)
H (-2.37, 5.40, -16.03)
H (-2.46, 6.76, -14.81)
H (-1.40, 6.84, -16.27)
H (-4.91, 4.14, -19.14)
H (-4.24, 5.06, -20.46)
H (-5.96, 5.32, -19.88)
C (-4.69, 3.32, -23.43)
O (-5.36, 4.50, -22.97)
P (-5.92, 5.65, -23.99)
O (-6.77, 5.24, -25.19)
O (-6.64, 6.67, -22.95)
C (-7.81, 6.36, -22.25)
O (-4.58, 6.46, -24.39)
C (-4.55, 7.71, -25.19)
H (-3.63, 3.34, -23.18)
H (-4.69, 3.20, -24.51)
H (-5.14, 2.43, -22.97)
H (-8.06, 5.30, -22.26)
H (-8.64, 6.96, -22.63)
H (-7.76, 6.68, -21.21)
H (-4.01, 7.58, -26.13)
H (-4.14, 8.56, -24.65)
H (-5.53, 8.00, -25.57)

Mulliken population analysis, charges in e, atoms 1 to 6:
1. Na 0.722
2. F -0.551
3. C -0.377
4. O -0.549
5. P 0.682
6. O -0.266


Computed, not measured: a gas-phase ion, C6H8N (charge +1) at a distorted geometry, with ωB97M-V with the def2-TZVPD basis set.

Energy above the lowest of the compared OMol25 structures with the same formula, charge and spin in kJ/mol: 666.7
LUMO energy (alpha / beta) in Ha: -0.2471 / -0.2445
M in g mol⁻¹: 94.137
Total charge: +1
Kohn-Sham gap (alpha / beta) in eV: 7.37 / 7.49
DFT total energy in a.u.: -287.70230
HOMO (alpha / beta) in eV: -14.09 / -14.14

CARTESIAN COORDINATES (ANGSTROEM)
C (0.50, 1.25, -1.68)
C (-0.63, 0.63, -1.52)
C (1.45, 0.41, -0.79)
C (-0.93, -0.53, -0.70)
C (0.53, -0.52, -0.04)
C (-1.11, -0.36, 1.92)
N (-0.69, -0.03, 0.57)
H (0.99, 2.14, -2.12)
H (2.02, -0.16, -1.42)
H (2.09, 1.12, -0.29)
H (-1.67, -1.20, -1.15)
H (1.02, -1.43, 0.36)
H (-0.30, -0.03, 2.60)
H (-2.07, 0.15, 2.26)
H (-1.19, -1.43, 1.99)

Mulliken population analysis, charges in e, atoms 1 to 6:
1. C -0.282
2. C -0.074
3. C -0.653
4. C -0.067
5. C -0.098
6. C -0.747


Computed, not measured: a molecular structure, C27H64N8O11SZn at a distorted geometry, with ωB97M-V with the def2-TZVPD basis set.

Energy above the lowest of the compared OMol25 structures with the same formula, charge and spin in kJ/mol: 509.5
LUMO energy in Ha: -0.0206
M in g mol⁻¹: 774.311
Kohn-Sham gap in eV: 7.75
DFT total energy in a.u.: -4510.45281
HOMO in eV: -8.31

CARTESIAN COORDINATES (ANGSTROEM)
Zn (18.11, -3.54, -10.46)
S (16.46, -1.66, -9.96)
O (15.20, -1.86, -9.27)
O (17.64, -2.07, -9.25)
O (16.62, -2.56, -11.04)
O (16.57, -0.31, -10.34)
C (17.22, -3.40, -5.95)
C (16.43, -4.57, -5.20)
N (17.40, -5.45, -4.58)
C (17.03, -6.82, -4.47)
C (18.24, -7.75, -4.16)
C (18.01, -4.93, -3.32)
C (17.25, -5.08, -2.00)
H (18.21, -3.17, -5.56)
H (16.69, -2.45, -6.04)
H (17.61, -3.72, -6.91)
H (15.68, -4.15, -4.53)
H (15.91, -5.21, -5.92)
H (16.20, -6.86, -3.76)
H (16.76, -7.25, -5.44)
H (17.95, -8.77, -4.43)
H (19.13, -7.38, -4.67)
H (18.39, -7.64, -3.09)
H (18.32, -3.88, -3.33)
H (18.93, -5.51, -3.24)
H (16.95, -6.10, -1.79)
H (16.36, -4.45, -1.98)
H (17.91, -4.80, -1.18)
C (13.85, -1.28, -6.27)
C (13.49, 0.00, -6.92)
O (12.59, 0.76, -6.58)
N (14.36, 0.30, -7.88)
C (14.23, 1.50, -8.65)
H (14.86, -1.64, -6.50)
H (13.16, -2.07, -6.58)
H (13.78, -1.04, -5.21)
H (14.93, -0.45, -8.25)
H (15.25, 1.79, -8.92)
H (13.79, 2.33, -8.11)
H (13.72, 1.42, -9.61)
C (14.23, 0.57, -12.16)
C (15.21, 1.63, -12.50)
O (14.78, 2.50, -13.32)
N (16.34, 1.85, -11.86)
C (17.17, 2.99, -11.97)
H (14.41, 0.17, -11.16)
H (14.11, -0.34, -12.76)
H (13.23, 0.99, -12.21)
H (16.56, 1.01, -11.35)
H (16.59, 3.88, -11.71)
H (17.71, 2.94, -12.92)
H (17.84, 3.02, -11.11)
C (13.10, -3.40, -12.47)
C (12.08, -2.37, -11.94)
O (11.12, -2.00, -12.65)
N (12.33, -1.97, -10.72)
C (11.35, -1.17, -10.00)
H (14.10, -3.23, -12.08)
H (13.31, -3.29, -13.54)
H (12.63, -4.36, -12.23)
H (13.25, -2.05, -10.31)
H (11.82, -0.26, -9.63)
H (11.06, -1.71, -9.09)
H (10.48, -0.72, -10.48)
C (15.73, -6.83, -8.76)
C (15.86, -5.36, -9.07)
O (16.88, -4.97, -9.64)
N (14.92, -4.57, -8.59)
C (13.65, -4.89, -7.89)
H (15.50, -7.19, -7.76)
H (16.58, -7.41, -9.11)
H (14.93, -7.04, -9.46)
H (15.10, -3.58, -8.69)
H (13.76, -4.75, -6.82)
H (13.50, -5.96, -8.01)
H (12.80, -4.28, -8.17)
C (20.78, -1.28, -8.23)
C (20.11, 0.01, -7.59)
O (20.78, 0.96, -7.20)
N (18.80, -0.06, -7.54)
C (17.85, 0.92, -7.27)
H (20.13, -1.80, -8.94)
H (21.15, -1.94, -7.45)
H (21.56, -1.00, -8.94)
H (18.41, -0.83, -8.08)
H (17.08, 0.62, -6.55)
H (17.42, 1.10, -8.25)
H (18.27, 1.85, -6.90)
C (19.34, -0.27, -12.24)
C (19.97, -1.69, -12.15)
O (19.61, -2.49, -11.35)
N (21.00, -2.02, -12.91)
C (21.82, -3.23, -12.84)
H (19.79, 0.28, -13.07)
H (19.61, 0.26, -11.33)
H (18.26, -0.38, -12.29)
H (21.33, -1.39, -13.62)
H (21.12, -4.06, -12.85)
H (22.52, -3.33, -12.02)
H (22.33, -3.31, -13.80)
C (18.91, -6.99, -12.31)
C (18.14, -5.78, -12.66)
O (18.38, -4.77, -12.01)
N (17.24, -5.82, -13.59)
C (16.45, -4.67, -14.07)
H (18.27, -7.83, -12.59)
H (19.16, -7.07, -11.25)
H (19.83, -7.07, -12.88)
H (17.38, -6.56, -14.25)
H (16.60, -3.77, -13.46)
H (15.39, -4.89, -13.97)
H (16.88, -4.46, -15.05)

Mulliken population analysis, charges in e, atoms 1 to 6:
1. Zn 0.691
2. S 1.048
3. O -0.469
4. O -0.152
5. O -0.291
6. O -1.258